Density functional theory data (ωB97M-V/def2-TZVPD) for C11H20Cl2HfN2S as an isolated structure in a non-equilibrium geometry.

Structure (XYZ):
```
37
Properties=species:S:1:pos:R:3:nbo_charge:R:1
Hf -1.9077 0.7544 -0.5904 1.3315
Cl -1.4639 0.7252 -2.9440 -0.5158
Cl -2.3457 1.3930 1.6850 -0.5134
C -2.3407 2.8150 -1.1431 -1.0694
H -2.9289 3.4962 -0.4855 0.1742
H -2.4024 3.2196 -2.1665 0.1835
C -0.7790 -2.4020 0.6768 -0.0447
C -1.8228 -1.9329 0.0114 -0.3784
H -0.3684 -1.8680 1.5386 0.2196
C -1.9858 -2.2848 -1.4567 -0.4800
H -2.7254 -1.5527 0.5305 0.2519
C -1.5831 -3.7446 -1.7037 -0.3818
H -3.0045 -2.1527 -1.8256 0.2230
H -1.3471 -1.6746 -2.1153 0.2555
C -0.2227 -4.1622 -1.1332 -0.3895
H -2.3062 -4.4123 -1.2268 0.1941
H -1.5900 -3.9605 -2.7756 0.2136
C -0.0287 -3.6317 0.3199 -0.4666
H -0.1857 -5.2688 -1.1063 0.2103
H 0.6234 -3.7951 -1.7406 0.2039
H -0.3891 -4.4209 1.0032 0.2323
H 1.0475 -3.4488 0.4275 0.2195
S 0.4237 0.0913 -0.2495 -0.2562
C 1.2882 1.4494 0.3867 0.3917
N 2.0761 1.1608 1.4232 -0.5783
C 2.9322 2.1634 2.0433 -0.2169
C 2.2204 3.4972 1.9141 -0.4309
C 1.8879 3.8349 0.4729 -0.2151
N 1.3121 2.6529 -0.1902 -0.5617
H 2.1063 0.1712 1.6621 0.4253
H 3.9131 2.1739 1.5425 0.1963
H 3.0705 1.8512 3.0814 0.2206
H 2.8573 4.2744 2.3338 0.2316
H 1.2899 3.4609 2.4919 0.2299
H 2.8006 4.1357 -0.0668 0.1981
H 1.1479 4.6468 0.3950 0.2324
H 0.7308 2.7453 -1.0201 0.4599
```

Properties
Calculated total energy = -51898.17542 eV
Kohn-Sham gap (spin up / spin down) = 5.8 / 6.0 eV
Molecular weight = 461.76 g mol⁻¹
F_max = 0.0791 Eh/bohr
LUMO energy (spin up / spin down) = -0.05 / -0.04 eV
ΔE to the lowest compared entry with this formula, charge and spin = 270.3 kJ/mol
Highest occupied orbital energy (spin up / spin down) = -5.87 / -6.01 eV

Density functional theory data (ωB97M-V/def2-TZVPD) for C11H20Cl2IrN2O2PSe as an isolated structure in a non-equilibrium geometry.

Structure (XYZ):
```
40
Properties=species:S:1:pos:R:3:lowdin_spin:R:1
C 1.4803 4.4158 -1.3759 0.1129
C 1.1657 3.0294 -0.9724 0.5720
H 2.2414 4.4089 -2.1804 0.0116
H 1.8758 4.9370 -0.4857 0.0083
H 0.5670 4.9378 -1.7218 0.0183
O 1.4406 1.9925 -1.5481 0.7080
Cl 0.4987 2.9492 0.9234 0.4805
Ir -0.4327 0.9728 0.0273 1.2196
P -1.5987 0.3554 -1.8340 0.1080
C -0.9396 -1.1082 -2.7039 0.0166
C -3.3759 -0.0241 -1.5968 0.0230
H -1.8051 2.6786 -2.4101 0.0029
H -2.2609 1.6189 -3.7879 0.0057
H -0.5295 1.8832 -3.3868 -0.0004
C -1.5411 1.7753 -2.9743 0.0326
H -3.8172 0.7616 -0.9688 0.0042
H -3.8779 -0.0498 -2.5758 0.0015
H -1.5360 -1.2913 -3.6168 0.0044
H -1.0249 -1.9815 -2.0320 0.0011
H -3.4775 -0.9948 -1.0920 0.0014
H 0.1192 -0.9440 -2.9731 0.0005
C 1.0363 -0.0531 -0.4784 0.0229
O 1.9908 -0.6669 -0.7710 -0.0247
Cl -2.4875 1.9328 0.7511 0.3497
C 0.8989 -0.1158 3.6943 0.0112
N 0.9551 -1.4258 3.0785 0.0513
C 1.7993 -2.4592 3.4496 0.1664
C 1.4845 -3.5379 2.6881 0.1600
N 0.4422 -3.1595 1.8535 0.0580
C -0.2221 -4.0443 0.9053 0.0105
C 0.1551 -1.8437 2.0582 0.1165
Se -1.2907 -0.8729 1.3532 0.7104
H -0.0520 0.3453 3.4463 0.0094
H 1.7229 0.5044 3.3300 0.0015
H 0.9914 -0.2321 4.7788 0.0015
H 2.5464 -2.3284 4.2142 0.0059
H 1.8950 -4.5280 2.6631 0.0058
H 0.4130 -4.1959 0.0264 0.0019
H -0.3582 -5.0185 1.3851 0.0005
H -1.1829 -3.6186 0.6215 0.0085
```

Properties
Calculated total energy = -121291.27653 eV
Spin multiplicity = 6
Charge = +3
Kohn-Sham gap (spin up / spin down) = 5.5 / 4.5 eV
Molecular weight = 585.35 g mol⁻¹
F_max = 0.1246 Eh/bohr
LUMO energy (spin up / spin down) = -10.52 / -15.14 eV
Highest occupied orbital energy (spin up / spin down) = -16.05 / -19.65 eV

Density functional theory data (ωB97M-V/def2-TZVPD) for C11H20Cl2NO2PRe as an isolated structure.

Structure (XYZ):
```
38
Properties=species:S:1:pos:R:3:lowdin_spin:R:1
Re -0.1140 -0.8213 0.7454 0.9220
Cl -2.0525 1.1964 0.0376 0.0052
C -1.5078 2.3141 -1.2592 0.0009
Cl 0.2236 2.2218 -1.5327 0.0019
H -1.7695 3.3136 -0.9339 0.0000
H -2.0368 2.0293 -2.1602 0.0001
O -1.9782 -1.8387 0.7843 0.0030
C -2.4485 -2.5987 -0.3508 0.0018
C -1.5266 -2.2946 -1.4877 0.0168
C -1.7744 -2.7449 -2.7696 -0.0031
C -0.8489 -2.4800 -3.7645 0.0221
C 0.3023 -1.7703 -3.4462 -0.0028
C 0.4830 -1.3445 -2.1511 0.0159
N -0.4201 -1.5906 -1.1790 -0.0004
H -2.2288 -2.2541 1.6181 -0.0005
H -3.4754 -2.3112 -0.5755 0.0003
H -2.4181 -3.6629 -0.1105 0.0011
H -2.6772 -3.3029 -2.9790 -0.0005
H -1.0194 -2.8283 -4.7743 0.0011
H 1.0547 -1.5515 -4.1897 -0.0005
H 1.3598 -0.7925 -1.8457 0.0004
C 3.3470 1.6340 1.2481 0.0014
P 1.8566 1.6386 2.2217 0.0079
C 2.2115 1.1257 3.8888 0.0014
C 1.1486 3.2717 2.2339 0.0003
O 0.8335 0.6503 1.5928 0.0373
H 4.0752 2.3209 1.6822 0.0003
H 3.1182 1.9541 0.2315 0.0000
H 3.7706 0.6297 1.2293 -0.0002
H 2.9074 1.8290 4.3490 0.0003
H 2.6625 0.1333 3.8847 0.0001
H 1.2902 1.1057 4.4714 0.0000
H 1.8460 3.9713 2.6979 0.0000
H 0.2181 3.2677 2.8019 0.0000
H 0.9528 3.5909 1.2100 0.0000
C 1.0622 -2.1762 1.2012 -0.0577
H 1.2791 -3.0522 0.5875 0.0101
H 1.5977 -2.1819 2.1548 0.0139
```

Properties
Calculated total energy = -53765.43246 eV
Spin multiplicity = 2
Charge = +2
Kohn-Sham gap (spin up / spin down) = 8.4 / 7.5 eV
Molecular weight = 486.37 g mol⁻¹
F_max = 0.0065 Eh/bohr
LUMO energy (spin up / spin down) = -6.35 / -6.99 eV
ΔE to the lowest compared entry with this formula, charge and spin = 0.0 kJ/mol
Highest occupied orbital energy (spin up / spin down) = -14.79 / -14.52 eV

Density functional theory data (ωB97M-V/def2-TZVPD) for a 2-piece molecular cluster, C11H20ClF9NO4PSi overall in a non-equilibrium geometry.

Structure (XYZ):
```
48
Properties=species:S:1:pos:R:3:nbo_charge:R:1
C -4.0331 -1.6723 2.9616 -0.6584
C -5.1158 -1.4760 1.7345 -0.4423
C -4.6768 -2.1799 0.3189 -0.6479
Cl -4.3918 -4.0319 0.4498 -0.0708
Si -3.2256 -1.2555 -0.6026 1.5948
F -3.3922 -1.7489 -2.3288 -0.6462
C -3.3935 0.6631 -0.5881 -0.9614
C -3.1054 1.3784 0.8577 0.0883
O -3.6225 2.7819 0.7329 -0.7342
C -1.5218 1.5206 1.2620 -0.2672
N -1.3877 2.8957 1.9497 -0.8303
P -1.2152 -1.9596 0.0075 0.7889
O -1.0862 -2.1644 1.7317 -0.9466
O 0.0519 -0.9591 -0.6532 -0.9811
H -3.4998 -2.7294 2.8102 0.2400
H -3.1461 -0.8799 2.8861 0.2129
H -4.5182 -1.7176 4.0311 0.2320
H -6.1149 -2.0255 2.0883 0.2282
H -5.4388 -0.3480 1.5591 0.2239
H -5.6166 -2.0675 -0.4088 0.2646
H -2.5865 1.0986 -1.3500 0.2695
H -4.4556 0.9526 -1.0464 0.2687
H -3.6759 0.9163 1.7686 0.1802
H -4.3516 2.9364 1.4146 0.4705
H -0.8414 1.4605 0.3075 0.2150
H -1.2424 0.6955 2.0782 0.1906
H -1.9878 2.9015 2.8252 0.3470
H -0.4122 3.0492 2.2866 0.3570
H -0.1854 -2.6305 1.8580 0.5039
H 0.3417 -1.4570 -1.4955 0.5107
C 3.4005 0.2899 -1.7500 -0.1413
C 4.1649 -1.0190 -1.5002 0.5939
C 5.0373 -1.0256 -0.2490 0.5171
F 6.0043 -0.0826 -0.2879 -0.3186
F 5.6766 -2.2194 -0.1179 -0.3241
F 4.8854 -1.3341 -2.6096 -0.3104
F 3.2306 -2.0138 -1.3723 -0.3304
O 3.9979 1.2032 -2.6749 -0.5048
C 4.9957 2.0635 -2.1269 0.8455
C 6.3879 1.8146 -2.7196 0.4997
F 6.7950 0.5349 -2.5213 -0.3160
F 7.3204 2.6119 -2.1333 -0.3202
F 4.9709 1.9698 -0.7757 -0.3181
F 4.5924 3.3300 -2.4196 -0.3175
H 2.4524 0.0084 -2.2254 0.2262
H 3.1007 0.7861 -0.8192 0.2164
H 4.4372 -0.8725 0.6525 0.1440
H 6.3973 2.0074 -3.7960 0.1586
```

Properties
Calculated total energy = -75555.88087 eV
Kohn-Sham gap = 8.3 eV
Molecular weight = 495.78 g mol⁻¹
F_max = 0.0752 Eh/bohr
LUMO energy = -0.12 eV
Highest occupied orbital energy = -8.39 eV

Density functional theory data (ωB97M-V/def2-TZVPD) for C11H20F6KNO10PS2 as an isolated structure in a non-equilibrium geometry.

Structure (XYZ):
```
52
Properties=species:S:1:pos:R:3:nbo_charge:R:1
K -1.2350 -4.2944 1.1532 0.8437
P 1.1191 -4.5313 5.2025 2.4358
O 1.9437 -4.4745 6.5173 -1.1459
O 1.9841 -4.4878 3.8921 -1.1394
O 0.1244 -3.3273 5.1692 -1.1067
O 0.2775 -5.8468 5.1225 -1.0882
C 0.9414 3.5278 -2.2360 -0.6312
C 1.8125 2.9277 -1.1869 -0.4756
C 1.0692 2.8388 0.1283 -0.2631
N 1.9951 2.5561 1.3189 -0.2168
C 3.2573 3.4711 1.4424 -0.3610
C 2.8377 4.8732 1.6885 -0.6222
C 1.9929 5.0793 2.9604 -0.4615
C 0.8383 4.0006 3.0530 -0.4831
C 1.1791 2.5991 2.6227 -0.2456
C 2.5896 1.1700 1.1541 -0.4511
H 0.1598 2.8172 -2.5048 0.2208
H 1.5190 3.6447 -3.1529 0.2172
H 0.5199 4.4946 -1.9610 0.2051
H 2.7598 3.4666 -1.1716 0.2085
H 2.1968 1.9244 -1.3713 0.2258
H 0.2769 2.1017 0.2585 0.2306
H 0.5683 3.7583 0.4311 0.2077
H 3.7931 3.3687 0.4987 0.2218
H 3.8516 3.1422 2.2949 0.2245
H 2.3934 5.2825 0.7812 0.2082
H 3.7731 5.4074 1.8547 0.2275
H 1.4882 6.0449 2.9289 0.2127
H 2.5876 4.9320 3.8619 0.2024
H 0.1074 4.4056 2.3532 0.1935
H 0.3603 4.0123 4.0325 0.2359
H 0.3110 1.9414 2.5776 0.2390
H 1.8935 2.2256 3.3564 0.2180
H 3.3764 1.0251 0.4137 0.2353
H 1.8327 0.4147 0.9427 0.2417
H 3.0790 0.8932 2.0879 0.2343
C 0.5709 -3.3896 -6.2445 0.7086
F -0.7428 -3.7458 -6.1642 -0.3232
F 1.2350 -4.3245 -6.9865 -0.3339
F 0.7196 -2.0893 -6.8318 -0.3584
S 1.3322 -3.4504 -4.4933 2.2805
O 1.2574 -4.8975 -4.1243 -0.9844
O 2.7103 -2.9498 -4.5793 -0.9894
O 0.4716 -2.5603 -3.7023 -0.9987
C -8.5120 -6.1163 -2.3515 0.7100
F -7.9894 -5.6742 -3.5541 -0.3468
F -9.8652 -6.1674 -2.6451 -0.3542
F -8.0176 -7.3014 -2.0407 -0.3150
S -8.2158 -4.8841 -0.9062 2.2738
O -6.7960 -4.9880 -0.6369 -0.9839
O -8.6123 -3.5312 -1.4440 -0.9966
O -9.1203 -5.3148 0.1908 -0.9871
```

Properties
Calculated total energy = -97281.34832 eV
Charge = -3
Kohn-Sham gap = 1.5 eV
Molecular weight = 574.47 g mol⁻¹
F_max = 0.0721 Eh/bohr
LUMO energy = 3.93 eV
Highest occupied orbital energy = 2.47 eV

Density functional theory data (ωB97M-V/def2-TZVPD) for a 2-piece molecular cluster, C11H20I2N5O overall in a non-equilibrium geometry.

Structure (XYZ):
```
39
Properties=species:S:1:pos:R:3:nbo_charge:R:1
C 3.4112 -1.5715 1.8715 -0.4459
C 2.3307 -2.0499 1.1599 -0.1208
C 1.2612 -1.1580 0.5239 -0.5502
C 1.1742 0.1677 1.1966 0.5169
N 1.9959 1.1567 0.8614 -0.4785
C 1.6576 2.1787 1.6717 0.5769
N 2.2847 3.3570 1.6661 -0.7741
N 0.6582 1.8074 2.4739 -0.3597
N 0.3287 0.5143 2.1813 -0.2079
C -0.7183 -0.1755 2.9223 -0.2134
I -0.1282 -2.1366 3.5784 0.2288
C -2.1169 -0.1475 2.1750 -0.3511
C -2.0118 0.1584 0.6804 -0.6556
I -3.1416 -2.0058 2.5509 0.1594
H 3.4258 -1.7171 2.9523 0.2157
H 4.2592 -1.0578 1.4231 0.2208
H 2.2011 -3.1187 0.9922 0.2215
H 1.5703 -0.9609 -0.5126 0.2713
H 0.2977 -1.6590 0.5192 0.2674
H 2.7824 3.6898 0.8610 0.4421
H 2.2850 3.9031 2.5095 0.4161
H 0.1887 2.3423 3.1877 0.4417
H -0.8572 0.3816 3.8462 0.2382
H -2.7475 0.6067 2.6382 0.2320
H -2.9709 -0.0968 0.2377 0.2687
H -1.2299 -0.3825 0.1680 0.2233
H -1.9291 1.2435 0.5539 0.2084
C -2.2568 -1.2400 -4.2612 -0.7236
C -1.6774 -0.8382 -2.9289 0.6875
O -2.0654 -1.3345 -1.8793 -0.6527
N -0.6974 0.1056 -2.9302 -0.6157
C -0.1162 0.7980 -4.0687 -0.4126
H -3.0200 -1.9941 -4.0975 0.2524
H -2.7149 -0.3814 -4.7532 0.2327
H -1.4820 -1.6616 -4.9023 0.2331
H -0.3527 0.3304 -2.0114 0.3838
H 0.9561 0.6003 -4.1026 0.2009
H -0.2687 1.8721 -3.9542 0.2001
H -0.5657 0.4738 -5.0001 0.2221
```

Properties
Calculated total energy = -37420.71691 eV
Charge = +1
Kohn-Sham gap = 7.2 eV
Molecular weight = 492.12 g mol⁻¹
F_max = 0.0442 Eh/bohr
LUMO energy = -3.41 eV
Highest occupied orbital energy = -10.60 eV